Below is CH17MnO11 as an isolated structure in a non-equilibrium geometry, with properties calculated with ωB97M-V with the def2-TZVPD basis set.

The geometry in ORCA input format:
```
! RIJCOSX wB97M-V def2-TZVPD def2/J DEFGRID3
* xyz 1 6
Mn -9.15 8.97 19.92
C -8.46 7.76 22.16
O -8.06 8.90 21.82
O -8.10 7.15 23.30
O -9.13 7.11 21.33
H -7.57 7.71 23.83
O -9.76 4.53 21.10
H -10.63 4.76 20.76
H -9.51 5.42 21.35
O -5.39 9.14 22.42
H -6.30 9.01 22.33
H -5.00 9.35 21.53
O -7.17 9.74 19.25
H -6.29 9.39 19.12
H -7.20 10.56 18.71
O -8.63 7.12 18.69
H -8.66 6.18 18.84
H -7.88 7.07 18.15
O -4.66 6.45 23.00
H -5.07 7.29 22.95
H -5.34 5.80 22.89
O -5.81 11.72 21.61
H -6.44 11.87 20.91
H -6.22 11.17 22.25
O -6.69 4.94 22.08
H -7.34 5.51 22.42
H -6.47 5.46 21.30
O -11.24 8.02 20.02
H -12.01 8.43 20.44
H -11.15 7.15 20.44
*
```

Output
Relative energy (zero: lowest compared OMol25 entry of this formula, charge and spin) ... 0.768 eV
Orbital gap (alpha / beta) ... 7.3 / 7.0 eV

Formally, the Mulliken partial charges of the atoms, in units of the elementary charge, are as follows: 0.944 0.846 -0.799 -0.424 -0.573 0.348 -0.600 0.306 0.427 -0.695 0.350 0.316 -0.376 0.282 0.312 -0.388 0.306 0.284 -0.633 0.302 0.443 -0.571 0.271 0.313 -0.748 0.290 0.358 -0.543 0.348 0.304



Below is CH20F3K2O13S as an isolated structure in a non-equilibrium geometry, with properties calculated with ωB97M-V with the def2-TZVPD basis set.

The geometry in ORCA input format:
```
! RIJCOSX wB97M-V def2-TZVPD def2/J DEFGRID3
* xyz 1 1
K -25.91 13.77 -15.24
K -26.65 8.66 -15.30
C -27.79 12.13 -14.36
F -28.88 11.94 -15.15
F -26.66 12.13 -15.11
F -27.90 13.34 -13.75
S -27.71 10.65 -13.02
O -27.93 9.44 -13.83
O -26.40 10.84 -12.41
O -28.80 10.76 -12.02
O -29.93 12.90 -16.94
H -29.57 12.62 -16.10
H -29.99 13.85 -16.87
O -27.44 9.05 -10.94
H -27.54 9.15 -9.99
H -27.71 9.89 -11.30
O -29.63 14.24 -12.84
H -29.95 13.34 -12.79
H -30.03 14.60 -13.63
O -26.05 14.43 -12.91
H -26.99 14.56 -13.02
H -25.76 15.17 -12.38
O -24.86 10.16 -13.18
H -25.56 10.51 -12.62
H -25.15 9.27 -13.40
O -29.33 8.47 -12.58
H -28.70 9.09 -12.96
H -29.90 8.22 -13.31
O -30.04 10.28 -11.07
H -29.95 9.57 -11.70
H -29.70 11.05 -11.52
O -27.97 9.90 -16.58
H -27.43 9.99 -17.37
H -28.26 10.79 -16.38
O -28.04 14.37 -15.55
H -28.54 13.93 -14.86
H -28.32 15.29 -15.50
O -24.75 12.47 -14.05
H -24.31 12.91 -13.32
H -24.84 11.56 -13.78
*
```

Output
Orbital gap ... 7.4 eV

Formally, the Mulliken partial charges of the atoms, in units of the elementary charge, are as follows: 1.002 1.167 1.007 -0.416 -0.678 0.284 1.489 -0.926 -0.770 -0.667 -0.700 0.550 0.270 -0.542 0.308 0.085 -0.589 0.322 0.309 -0.557 0.252 0.281 -0.911 0.713 0.158 -0.758 0.469 0.292 -0.726 0.450 0.291 -0.728 0.377 0.275 -0.652 -0.140 0.338 -0.607 0.259 0.418



Below is a 9-piece molecular cluster, CH20O9 overall in a non-equilibrium geometry, with properties calculated with ωB97M-V with the def2-TZVPD basis set.

The geometry in ORCA input format:
```
! RIJCOSX wB97M-V def2-TZVPD def2/J DEFGRID3
* xyz 0 1
O -28.14 -5.31 12.46
H -28.90 -5.84 12.72
H -27.49 -5.83 11.98
H -28.60 -4.69 11.90
C -23.89 -8.52 9.94
O -24.40 -7.32 10.49
H -22.82 -8.42 10.11
H -24.34 -9.42 10.36
H -23.93 -8.71 8.87
O -24.02 -6.13 5.44
H -24.19 -5.65 6.26
H -24.74 -6.76 5.38
O -22.64 -5.00 14.19
H -22.90 -5.56 13.45
H -22.51 -5.61 14.91
O -24.16 -3.04 9.53
H -23.32 -2.69 9.81
H -24.20 -3.92 9.89
O -22.87 -12.88 5.89
H -23.28 -12.87 5.02
H -22.22 -12.18 5.85
O -28.27 -10.98 9.56
H -27.76 -10.21 9.81
H -28.01 -11.15 8.66
O -18.77 -8.52 12.01
H -19.08 -9.36 12.33
H -19.57 -8.01 11.88
O -19.02 -10.73 8.40
H -18.58 -10.38 9.18
H -19.04 -11.67 8.54
*
```

Output
Relative energy (zero: lowest compared OMol25 entry of this formula, charge and spin) ... 7.953 eV
Orbital gap ... 3.4 eV

Formally, the Mulliken partial charges of the atoms, in units of the elementary charge, are as follows: -0.540 0.478 0.446 0.468 -0.499 -0.825 0.118 0.202 0.168 -0.639 0.326 0.311 -0.655 0.336 0.316 -0.664 0.317 0.343 -0.641 0.317 0.323 -0.653 0.327 0.322 -0.649 0.315 0.329 -0.634 0.320 0.315



Below is a 10-piece molecular cluster, CH21NO11 overall in a non-equilibrium geometry, with properties calculated with ωB97M-V with the def2-TZVPD basis set.

The geometry in ORCA input format:
```
! RIJCOSX wB97M-V def2-TZVPD def2/J DEFGRID3
* xyz 0 1
N -0.26 -0.11 -0.34
H 0.37 0.27 -0.99
H 0.24 -0.35 0.48
H -0.82 -0.64 -0.92
H -0.78 0.62 -0.06
C -0.42 0.66 3.28
O 0.32 0.93 4.30
O -0.42 -0.68 2.92
O -0.92 1.46 2.50
H 0.27 -0.98 3.17
O 0.70 -3.27 0.39
H 0.07 -3.98 0.30
H 1.10 -3.56 1.16
O 2.37 -0.57 1.62
H 2.60 0.46 1.63
H 3.12 -0.86 1.04
O 0.01 -2.04 -2.95
H 0.58 -1.88 -3.68
H -0.37 -2.94 -3.24
O -0.67 3.29 -1.05
H -1.44 3.62 -0.74
H -0.66 3.39 -2.01
O 1.16 2.59 1.00
H 0.47 2.39 1.61
H 0.96 2.83 0.06
O 2.51 1.38 -2.31
H 2.36 1.53 -3.23
H 3.28 1.67 -2.00
O -2.98 -0.23 -1.92
H -2.89 -1.04 -2.32
H -2.68 0.23 -2.72
O -2.39 -1.76 1.45
H -2.93 -1.06 1.38
H -1.86 -1.39 2.19
*
```

Output
Relative energy (zero: lowest compared OMol25 entry of this formula, charge and spin) ... 4.631 eV
Orbital gap ... 6.8 eV

Formally, the Mulliken partial charges of the atoms, in units of the elementary charge, are as follows: -0.034 0.187 0.197 0.252 0.381 0.724 -0.741 -0.396 -0.764 0.124 -0.540 0.286 0.260 -0.626 0.332 0.283 -0.569 0.277 0.310 -0.542 0.252 0.273 -0.597 0.351 0.284 -0.548 0.290 0.257 -0.611 0.300 0.301 -0.638 0.263 0.421



Below is CH21O10Pd as an isolated structure in a non-equilibrium geometry, with properties calculated with ωB97M-V with the def2-TZVPD basis set.

The geometry in ORCA input format:
```
! RIJCOSX wB97M-V def2-TZVPD def2/J DEFGRID3
* xyz 2 4
Pd -2.18 1.10 -2.42
C 0.19 -0.16 -0.49
O -0.22 0.66 -1.53
H -0.54 -0.20 0.31
H 0.39 -1.21 -0.67
H 1.10 0.28 -0.07
O 2.00 0.77 2.53
H 1.36 0.06 2.54
H 2.76 0.40 2.08
O 0.65 -1.38 2.50
H 1.30 -1.88 2.00
H -0.18 -1.52 2.03
O 0.36 -4.22 -0.48
H 0.98 -4.95 -0.46
H 0.91 -3.44 -0.43
O 2.83 1.14 -2.76
H 1.99 1.40 -2.40
H 3.38 0.95 -1.99
O -2.86 0.99 2.26
H -2.07 1.45 1.99
H -2.58 0.10 2.44
O -0.42 2.40 1.87
H 0.18 2.50 1.13
H 0.14 2.17 2.60
O -0.74 -2.95 -2.88
H -0.54 -3.18 -1.97
H 0.05 -2.52 -3.20
O 1.22 2.91 -0.95
H 0.84 3.56 -1.54
H 0.79 2.09 -1.19
O -3.48 0.86 -0.61
H -3.18 0.96 0.30
H -4.43 0.87 -0.55
*
```

Output
Orbital gap (alpha / beta) ... 9.0 / 2.4 eV

Formally, the Mulliken partial charges of the atoms, in units of the elementary charge, are as follows: 0.871 0.655 -0.357 -0.029 -0.242 0.121 -0.333 0.501 0.360 -0.646 0.358 0.308 -0.615 0.347 0.261 -0.454 0.323 0.373 -0.640 0.360 0.329 -0.561 0.356 0.337 -0.601 0.320 0.303 -0.592 0.333 0.122 -0.532 0.393 0.270



Below is a 12-piece molecular cluster, CH22F3O14S overall in a non-equilibrium geometry, with properties calculated with ωB97M-V with the def2-TZVPD basis set.

The geometry in ORCA input format:
```
! RIJCOSX wB97M-V def2-TZVPD def2/J DEFGRID3
* xyz -1 1
C 0.11 0.24 -1.03
F 0.62 -0.92 -1.46
F 0.20 1.24 -1.87
F -1.22 0.01 -0.78
S 0.91 0.76 0.66
O 0.37 2.03 0.97
O 0.64 -0.30 1.61
O 2.34 0.72 0.35
O -3.63 -0.31 0.60
H -4.35 -0.60 1.17
H -2.95 -0.97 0.73
O 1.48 -3.11 0.84
H 1.23 -2.19 0.86
H 0.94 -3.53 1.50
O 0.92 2.00 3.83
H 0.61 2.22 2.95
H 0.54 1.14 4.01
O 0.39 -3.83 -2.33
H -0.04 -2.98 -2.19
H 0.68 -4.10 -1.46
O -2.77 -2.33 -1.81
H -3.19 -3.13 -2.11
H -2.62 -2.47 -0.87
O 3.75 2.70 1.28
H 3.18 3.45 1.10
H 3.38 1.98 0.77
O -2.40 2.19 -3.33
H -2.91 2.20 -4.15
H -2.41 1.27 -3.06
O -2.29 -0.71 -3.78
H -2.37 -1.32 -3.05
H -1.38 -0.79 -4.07
O 4.71 -0.77 -0.12
H 3.90 -0.32 0.10
H 4.72 -1.54 0.45
O 0.14 4.91 0.61
H 0.36 4.02 0.31
H 0.60 5.01 1.44
O -0.50 -0.55 4.08
H -1.46 -0.58 4.07
H -0.24 -0.74 3.18
*
```

Output
Relative energy (zero: lowest compared OMol25 entry of this formula, charge and spin) ... 0.725 eV
Orbital gap ... 9.2 eV

Formally, the Mulliken partial charges of the atoms, in units of the elementary charge, are as follows: 0.505 -0.210 -0.187 -0.184 1.231 -0.687 -0.681 -0.984 -0.556 0.278 0.245 -0.667 0.332 0.278 -0.653 0.304 0.379 -0.655 0.319 0.333 -0.560 0.249 0.255 -0.642 0.278 0.423 -0.624 0.278 0.372 -0.673 0.354 0.332 -0.664 0.502 0.301 -0.654 0.376 0.299 -0.655 0.295 0.419